Entry 1:
118
Properties=species:S:1:pos:R:3:forces:R:3 method="wB97M-V/def2-TZVPD" homo_lumo_gap_ha=0.1165 fmax_ev_per_a=4.16 total_charge=+6 e_above_lowest_ev=0.000 e_homo_ev=-14.602 lumo_ha=-0.420
N -1.917 -1.550 1.427 -0.92 0.49 -0.57
O -3.150 -1.610 1.595 -0.30 -0.30 0.18
O -1.481 -1.139 0.338 0.51 0.06 -0.68
O -1.145 -1.871 2.327 0.84 -0.52 0.91
C 8.021 -2.412 -3.988 -0.54 1.78 -0.39
C 7.258 -1.164 -3.411 0.91 -0.04 0.46
C 5.759 -1.105 -3.514 0.89 0.38 -0.60
N 5.145 0.073 -2.723 -2.08 -1.26 0.14
C 5.705 1.467 -2.992 1.00 0.87 -2.21
C 5.456 2.040 -4.446 -1.58 -1.61 0.32
C 3.966 1.955 -4.768 -0.27 0.73 0.17
C 3.375 0.535 -4.643 0.64 1.07 1.67
C 3.618 -0.006 -3.174 -0.30 2.18 -0.72
C 5.242 -0.187 -1.217 0.81 -0.02 -0.12
H 7.613 -3.376 -3.686 0.38 0.15 0.51
H 9.037 -2.149 -3.692 0.13 -1.04 0.16
H 8.052 -2.424 -5.078 -0.25 0.17 -0.08
H 7.677 -0.226 -3.774 0.05 -0.18 -0.88
H 7.601 -1.049 -2.382 -0.42 -0.54 0.47
H 5.299 -2.061 -3.263 -0.27 0.31 0.85
H 5.482 -0.992 -4.561 0.00 0.47 0.06
H 6.785 1.506 -2.845 0.02 -0.82 0.23
H 5.369 2.230 -2.290 -0.81 -0.59 0.26
H 5.760 1.435 -5.300 1.58 -0.20 0.49
H 5.807 3.065 -4.566 0.23 -0.22 0.32
H 3.858 2.377 -5.768 -0.32 -0.24 -0.11
H 3.438 2.640 -4.104 -0.40 -0.09 0.11
H 3.729 -0.151 -5.412 -0.02 0.02 0.07
H 2.294 0.654 -4.714 -0.05 -0.37 -0.16
H 2.997 -0.900 -3.119 1.44 -1.01 0.53
H 3.116 0.630 -2.445 0.06 0.46 -0.22
H 6.238 0.064 -0.855 0.39 -0.45 -0.59
H 5.035 -1.241 -1.035 -0.13 0.23 0.05
H 4.687 0.481 -0.558 -0.95 -0.03 -0.80
C -1.638 1.260 8.684 0.94 -0.45 0.22
N -0.446 0.898 9.613 -0.55 -0.09 -0.79
C 0.538 0.087 9.173 1.20 1.17 -0.50
C 1.754 -0.066 9.857 -1.17 0.09 1.02
C 1.849 0.410 11.198 -2.60 0.87 -1.50
C 0.717 1.166 11.663 2.26 -1.33 -0.30
C -0.340 1.437 10.825 -0.42 0.34 1.13
C 3.005 0.147 12.040 2.07 -2.02 0.38
C 2.937 -0.399 13.319 -0.66 0.61 1.74
C 4.031 -0.820 14.100 -1.19 -0.07 -2.17
N 5.198 -0.941 13.481 1.38 0.67 0.07
C 5.373 -0.476 12.199 -1.23 -0.63 0.53
C 4.288 0.034 11.470 0.83 -0.05 0.49
C 6.355 -1.511 14.293 -0.93 0.78 0.29
H -1.985 2.274 8.883 0.27 -0.15 0.23
H -2.459 0.551 8.790 0.24 -0.05 0.33
H -1.258 1.197 7.665 -0.02 0.08 0.14
H 0.457 -0.187 8.132 -0.11 -0.47 0.07
H 2.544 -0.612 9.364 -0.01 -0.10 0.08
H 0.829 1.493 12.686 -0.70 0.54 -0.05
H -1.139 2.087 11.149 -0.11 0.00 -0.04
H 2.006 -0.492 13.858 -0.35 0.19 -0.19
H 3.903 -1.205 15.101 0.14 0.09 0.06
H 6.346 -0.672 11.773 0.02 0.25 -0.06
H 4.450 0.294 10.435 0.19 0.19 0.02
H 6.349 -1.010 15.261 0.14 0.55 -0.21
H 7.286 -1.286 13.773 -0.14 -0.66 0.10
H 6.085 -2.520 14.605 0.51 -0.33 -0.90
C -2.801 -6.695 2.052 -0.21 0.50 -0.83
N -2.109 -6.834 0.705 -0.50 -0.56 -0.63
C -0.932 -7.460 0.561 0.65 0.63 1.05
C -0.301 -7.557 -0.651 1.05 -0.40 1.07
C -0.912 -7.129 -1.797 1.79 -0.57 -0.80
C -2.138 -6.633 -1.699 -3.37 1.35 1.21
C -2.718 -6.447 -0.431 -0.32 -0.04 -0.28
C -0.208 -7.152 -3.085 2.91 -0.27 -1.45
C 1.174 -6.709 -3.155 -1.81 -1.05 -2.20
C 1.797 -6.750 -4.436 -0.60 -1.12 0.72
N 1.231 -7.330 -5.548 -0.90 1.65 2.30
C -0.074 -7.766 -5.448 1.88 0.39 -0.60
C -0.765 -7.692 -4.275 -0.41 0.90 1.17
C 1.840 -7.140 -6.908 -1.50 -0.97 0.51
H -2.176 -6.989 2.895 0.21 -0.04 -0.47
H -3.712 -7.292 2.025 0.16 -0.07 -0.03
H -3.071 -5.641 2.127 0.06 -0.02 0.18
H -0.447 -7.702 1.495 0.09 -0.37 -0.09
H 0.717 -7.920 -0.652 -0.04 -0.28 -0.02
H -2.699 -6.329 -2.570 -0.12 0.19 0.08
H -3.694 -5.997 -0.318 -0.04 0.09 -0.01
H 1.720 -6.356 -2.293 -0.03 0.17 -0.09
H 2.820 -6.417 -4.539 0.00 0.09 -0.18
H -0.466 -8.123 -6.388 -0.36 -0.16 0.14
H -1.819 -7.928 -4.284 -0.01 -0.43 -0.04
H 2.052 -8.151 -7.254 0.85 0.29 -0.14
H 2.633 -6.393 -6.863 -0.06 -0.46 -0.18
H 0.969 -6.838 -7.489 0.51 0.53 -0.37
C -8.807 11.640 -7.193 -0.61 0.33 0.07
N -8.457 10.279 -6.758 0.23 -0.06 0.61
C -9.201 9.187 -7.008 0.64 -0.67 1.38
C -8.743 7.950 -6.497 -0.40 0.53 -1.01
C -7.568 7.889 -5.797 0.48 0.87 0.62
C -6.821 9.042 -5.568 -0.30 -0.96 -0.08
C -7.315 10.214 -6.038 1.01 -0.17 -0.12
C -7.133 6.634 -5.218 -1.06 -3.86 1.13
C -5.826 6.110 -5.391 -1.60 1.83 -0.13
C -5.605 4.812 -5.092 0.33 -1.67 2.10
N -6.492 4.064 -4.345 -1.10 0.06 -2.50
C -7.766 4.458 -4.209 -0.70 2.53 0.24
C -8.131 5.747 -4.600 2.21 1.45 -1.24
C -6.284 2.633 -4.192 1.90 -1.22 0.29
H -9.784 11.621 -7.675 0.35 0.08 -0.34
H -7.976 12.002 -7.799 -0.42 0.05 -0.29
H -8.900 12.277 -6.314 0.06 -0.10 0.03
H -10.195 9.319 -7.408 0.17 0.06 -0.53
H -9.182 6.988 -6.714 -0.79 0.35 -0.18
H -5.883 8.939 -5.042 0.00 0.55 0.12
H -6.686 11.075 -5.866 -0.60 0.60 -0.32
H -5.113 6.822 -5.780 0.51 -0.65 -0.40
H -4.709 4.232 -5.258 0.34 0.53 -0.24
H -8.535 3.843 -3.766 0.41 -0.51 0.13
H -9.116 6.176 -4.499 -0.21 -0.53 0.25
H -6.546 2.314 -3.184 -0.28 -0.01 -0.27
H -5.224 2.418 -4.327 0.21 0.30 0.45
H -6.674 2.007 -4.994 -0.95 0.45 0.15

=====

Entry 2:
121
Properties=species:S:1:pos:R:3:forces:R:3 method="wB97M-V/def2-TZVPD" homo_lumo_gap_ha="0.3353 / 0.2300" fmax_ev_per_a=0.44 total_charge=+2 e_homo_ev="-13.678 / -13.669" lumo_ha="-0.167 / -0.272" spin_multiplicity=2
Ir 0.720 0.111 0.507 0.14 0.41 0.00
C 1.131 -2.062 -3.788 0.00 0.03 -0.01
C -0.224 -2.768 -3.730 0.08 -0.12 0.05
C -0.689 -3.302 -5.092 0.00 -0.01 -0.02
P -1.436 -1.752 -2.818 -0.01 0.01 -0.23
C -3.110 -2.486 -2.805 -0.03 0.01 0.08
C -3.112 -3.952 -2.368 0.03 -0.01 -0.02
C -3.843 -2.270 -4.139 -0.05 0.04 -0.06
C -1.456 -0.026 -3.304 0.02 0.18 0.15
C -1.464 0.206 -4.683 -0.05 -0.05 -0.01
C -1.604 1.491 -5.182 0.02 0.00 -0.04
C -1.727 2.546 -4.298 0.03 0.03 0.04
C -1.674 2.319 -2.927 0.09 0.05 -0.05
C -1.521 1.043 -2.380 0.05 -0.08 -0.06
Si -1.268 0.914 -0.477 0.07 -0.26 0.09
C -2.767 -0.020 0.143 0.05 -0.21 -0.16
C -4.041 0.143 -0.412 0.04 -0.10 -0.11
C -5.144 -0.499 0.123 0.00 -0.03 -0.01
C -4.980 -1.321 1.231 0.01 0.01 0.06
C -3.729 -1.474 1.807 0.05 0.04 -0.01
C -2.607 -0.834 1.266 0.01 -0.02 0.01
P -0.978 -0.774 2.125 0.04 -0.23 -0.02
C -0.502 -2.548 2.497 -0.05 -0.06 -0.06
C -1.458 -3.635 3.020 0.01 0.13 -0.02
C 0.794 -2.637 3.299 -0.02 0.03 0.06
C -1.470 0.061 3.724 -0.02 -0.12 -0.06
C -2.419 1.239 3.464 0.06 0.08 0.05
C -2.111 -0.833 4.794 -0.08 0.14 -0.10
C -1.506 2.674 0.159 -0.03 0.08 -0.13
C -2.749 3.314 0.095 0.04 0.01 -0.01
C -2.897 4.635 0.479 0.00 0.02 0.01
C -1.790 5.354 0.915 -0.01 0.01 0.00
C -0.556 4.736 1.003 -0.03 -0.07 0.02
C -0.410 3.390 0.647 -0.03 -0.02 0.09
P 1.128 2.459 0.942 -0.26 0.12 0.12
C 2.442 3.170 -0.164 -0.08 0.08 -0.11
C 3.849 2.748 0.270 0.02 -0.02 0.04
C 2.357 4.682 -0.410 0.03 -0.05 0.00
C 1.705 2.942 2.644 -0.03 0.00 -0.02
C 0.572 2.714 3.630 0.04 -0.01 0.02
C 2.315 4.323 2.896 0.03 0.03 0.00
H 1.897 -2.789 -4.059 -0.01 0.00 -0.04
H 1.404 -1.627 -2.826 -0.01 0.00 -0.01
H 1.141 -1.267 -4.534 -0.04 0.03 0.00
H -0.107 -3.636 -3.072 -0.06 0.02 0.02
H 0.134 -3.881 -5.515 -0.01 0.00 -0.01
H -0.935 -2.517 -5.805 0.04 0.00 0.00
H -1.546 -3.969 -5.006 0.01 0.02 0.00
H -3.625 -1.898 -2.047 -0.06 0.13 0.15
H -2.473 -4.577 -2.993 -0.02 0.03 0.02
H -4.128 -4.338 -2.456 0.01 0.01 -0.01
H -2.816 -4.072 -1.326 0.09 0.01 0.04
H -3.557 -3.010 -4.885 0.04 0.02 0.02
H -3.687 -1.274 -4.553 -0.05 -0.02 0.03
H -4.911 -2.382 -3.948 0.02 -0.03 -0.03
H -1.391 -0.617 -5.380 0.00 0.00 0.00
H -1.624 1.656 -6.251 0.01 0.00 0.00
H -1.841 3.556 -4.670 -0.02 0.00 0.00
H -1.721 3.176 -2.267 -0.03 -0.02 -0.01
H -4.170 0.774 -1.286 0.01 0.00 0.00
H -6.126 -0.356 -0.309 0.01 -0.01 0.00
H -5.834 -1.824 1.667 0.01 0.00 0.00
H -3.654 -2.064 2.703 0.05 -0.11 0.09
H -0.285 -2.865 1.486 0.16 0.02 0.15
H -1.571 -3.627 4.100 -0.08 0.12 0.09
H -0.992 -4.592 2.773 0.01 0.01 0.01
H -2.438 -3.646 2.561 -0.14 0.07 -0.10
H 1.593 -2.032 2.888 -0.09 -0.12 -0.02
H 1.133 -3.674 3.311 -0.02 0.00 0.02
H 0.630 -2.341 4.339 0.05 0.02 -0.01
H -0.529 0.412 4.143 0.02 -0.02 0.05
H -3.328 0.885 2.979 -0.03 0.04 0.04
H -2.008 2.044 2.853 0.05 -0.14 -0.05
H -2.710 1.668 4.425 0.05 0.04 0.00
H -3.145 -1.073 4.546 0.02 -0.07 0.00
H -2.135 -0.257 5.721 -0.05 -0.01 0.00
H -1.573 -1.748 5.002 0.14 -0.12 -0.04
H -3.620 2.770 -0.251 0.01 0.02 -0.02
H -3.868 5.111 0.433 0.00 0.00 0.00
H -1.892 6.393 1.197 0.00 -0.01 0.01
H 0.285 5.309 1.358 0.03 0.01 -0.02
H 2.257 2.724 -1.137 0.09 0.20 0.28
H 4.169 3.244 1.185 -0.01 -0.02 -0.04
H 4.554 3.030 -0.513 0.01 -0.02 0.00
H 3.938 1.675 0.426 -0.02 -0.02 0.02
H 2.491 5.285 0.484 -0.02 0.02 0.03
H 1.420 4.967 -0.886 -0.04 0.00 0.03
H 3.164 4.944 -1.097 0.00 0.02 0.00
H 2.495 2.220 2.839 0.07 -0.13 -0.04
H -0.098 3.574 3.666 0.00 0.01 -0.02
H 0.954 2.539 4.638 0.01 0.04 -0.02
H -0.010 1.860 3.320 -0.04 -0.01 0.04
H 1.599 5.129 2.756 0.01 0.01 0.01
H 3.205 4.537 2.314 -0.02 0.00 0.00
H 2.607 4.351 3.949 0.01 0.00 -0.01
C 2.816 1.088 -3.143 -0.01 -0.04 -0.03
C 1.697 1.168 -2.321 0.04 -0.19 -0.09
N 1.887 0.461 -1.205 0.11 -0.17 -0.14
N 3.116 -0.097 -1.302 0.03 0.05 0.06
C 3.689 0.265 -2.458 -0.02 -0.04 0.00
B 3.556 -1.218 -0.340 -0.06 -0.16 -0.10
N 2.410 -2.270 -0.412 0.04 0.02 0.02
C 2.524 -3.552 -0.773 0.02 -0.07 -0.02
C 1.262 -4.114 -0.825 0.11 0.05 0.01
C 0.421 -3.067 -0.474 -0.23 0.01 -0.25
N 1.108 -1.952 -0.220 -0.18 0.11 0.11
N 3.661 -0.746 1.102 -0.08 0.09 0.00
C 4.635 -0.936 2.005 -0.02 0.00 0.00
C 4.153 -0.565 3.245 0.03 0.00 0.03
C 2.841 -0.164 3.003 0.07 0.21 -0.10
N 2.555 -0.265 1.704 -0.05 -0.11 0.13
H 2.965 1.558 -4.099 0.00 0.00 0.01
H 0.797 1.736 -2.471 -0.05 0.00 -0.01
H 4.666 -0.107 -2.717 0.00 0.02 0.00
H 4.585 -1.699 -0.707 -0.01 -0.01 -0.01
H 3.496 -3.972 -0.973 -0.01 -0.01 0.00
H 0.995 -5.127 -1.072 0.01 0.00 0.01
H -0.653 -3.078 -0.409 -0.11 0.06 0.09
H 5.592 -1.328 1.704 0.00 0.01 0.01
H 4.672 -0.595 4.187 0.00 0.01 -0.01
H 2.089 0.167 3.700 0.02 0.06 0.01